1.
Density functional theory data (the ωB97M-V functional and the def2-TZVPD basis) for a structure of composition C42H54IIrN8O2P.

Geometry as ORCA input:
```
! wB97M-V def2-TZVPD RIJCOSX def2/J DEFGRID3
* xyz 2 2
Ir -0.161 -0.335 -0.635
I 2.426 0.820 0.625
P -3.005 -1.973 -1.626
O -1.310 1.249 -1.266
O 0.751 0.477 -5.996
N -0.677 1.377 1.251
N -1.324 2.308 3.157
N 1.164 0.050 -2.138
N 1.626 -3.666 1.359
N -2.286 3.419 -3.890
N -1.626 -1.425 -0.964
N -0.821 -1.195 2.182
N 0.810 -2.076 0.077
C 3.285 -0.251 -0.938
C -1.979 -4.311 -2.805
C -2.879 -3.856 -1.645
C -1.910 -1.324 -4.081
C -3.126 3.361 -1.631
C 5.156 -1.319 -1.977
C 0.883 0.807 -3.166
C 0.970 -2.493 1.319
C -4.320 -2.036 -4.190
C 3.093 -1.062 -3.184
C -4.235 -4.556 -1.802
C -4.240 0.020 -0.064
C -1.251 1.829 -2.426
C 2.589 -5.288 -1.829
C -0.415 2.188 -4.705
C -5.794 -1.642 -1.098
C -3.686 0.176 -3.248
C -2.210 -4.348 -0.351
C 4.408 -1.491 -3.132
C -0.916 4.736 2.553
C 2.532 -5.189 -0.454
C 4.597 -0.688 -0.875
C -1.440 3.066 -4.883
C 1.419 -3.181 -2.133
C -1.124 1.163 2.462
C 2.518 -0.445 -2.080
C 0.010 3.561 0.135
C -3.266 -1.298 -3.354
C 0.057 4.924 0.340
C -0.294 1.557 -3.431
C -1.337 -0.188 3.074
C -4.384 -2.286 0.820
C 0.561 1.882 -5.810
C -0.527 2.766 1.149
C 0.408 -1.845 2.539
C 2.032 -4.300 -2.655
C -4.405 -1.451 -0.467
C -2.210 2.870 -2.709
C -0.949 3.363 2.339
C 1.375 -3.055 -0.747
C 1.910 -4.057 0.060
C -0.412 5.508 1.527
H 6.181 -1.664 -1.935
H 2.079 -4.428 -3.728
H 0.234 2.363 -6.733
H -4.457 -1.471 -5.114
H -1.260 5.178 3.479
H 0.050 0.142 -6.564
H -3.430 -2.223 1.337
H -1.277 -3.818 -0.167
H -2.390 -0.352 3.309
H -5.962 -0.997 -1.957
H -4.026 -3.044 -4.471
H -4.627 -3.333 0.659
H -4.599 0.695 -0.837
H -1.793 -5.379 -2.685
H -4.850 0.199 0.824
H -2.004 -0.725 -4.989
H -1.604 3.551 -5.838
H -1.979 -5.408 -0.478
H -3.564 0.636 -4.230
H 2.508 -1.214 -4.085
H -3.208 0.282 0.170
H -1.678 2.376 4.097
H -6.535 -1.365 -0.345
H 0.395 3.130 -0.780
H -5.999 -2.670 -1.389
H 4.845 -1.972 -3.997
H 5.184 -0.522 0.018
H -4.730 0.292 -2.968
H -1.608 -2.325 -4.375
H 1.685 0.919 -3.885
H -1.012 -3.812 -2.793
H -1.513 -1.846 1.852
H -2.440 -4.176 -3.780
H 0.294 -2.611 3.316
H 1.547 2.290 -5.577
H 3.062 -6.150 -2.280
H 2.946 -5.954 0.189
H -0.804 -0.202 4.031
H 1.846 -4.177 2.199
H 0.468 5.562 -0.431
H -5.290 -2.081 -3.697
H -4.040 -5.625 -1.907
H -3.443 2.559 -0.969
H -0.363 6.582 1.642
H -1.120 -0.877 -3.475
H -4.882 -4.434 -0.937
H -3.987 3.843 -2.086
H -5.145 -1.878 1.487
H -4.777 -4.240 -2.692
H -3.072 0.726 -2.538
H -2.607 4.097 -1.011
H 0.966 -2.437 -2.776
H -2.852 -4.261 0.524
H 1.113 -1.098 2.914
*
```

Properties
HOMO energy (alpha / beta): -12.773 / -12.743 eV
lowest unoccupied orbital energy (alpha / beta): -6.26 / -6.76 eV
energy above the lowest of the compared OMol25 structures with the same formula, charge and spin: 137.25 kJ/mol
expectation value of S²: 0.77
energy: -2964.2982 a.u.


2.
Density functional theory data (the ωB97M-V functional and the def2-TZVPD basis) for a structure of composition C42H54N3O2P2Re.

Geometry as ORCA input:
```
! wB97M-V def2-TZVPD RIJCOSX def2/J DEFGRID3
* xyz 1 2
Re -0.530 0.366 -0.586
P 0.996 -1.127 -1.769
P -1.667 0.159 1.538
O 1.009 1.595 -1.133
O -2.198 -0.917 -0.734
N 0.883 -0.069 0.933
N -0.820 2.780 0.275
N -1.723 1.526 -1.968
C -3.332 0.980 1.410
C 1.433 -0.336 -3.373
C -3.786 -2.291 -1.752
C 2.365 -1.189 -0.601
C 4.125 -1.790 1.438
C 3.200 2.104 -0.541
C 0.709 -2.981 -1.937
C 4.459 2.202 1.628
C -3.009 -1.117 -1.748
C -0.659 -2.376 2.169
C -0.748 -3.406 -1.790
C -3.199 -0.204 -2.805
C 0.841 1.073 1.818
C -4.486 -0.026 1.429
C -3.601 2.167 2.334
C -0.183 3.478 5.405
C 1.932 2.027 2.433
C -1.900 -1.493 2.299
C 2.809 -0.636 -3.962
C -4.652 -2.567 -2.784
C 3.577 -1.834 -0.871
C 5.839 -2.723 -0.173
C -2.300 -1.341 3.769
C 2.058 -0.775 0.691
C -1.411 2.959 -2.014
C -2.621 1.101 -2.783
C 4.500 -2.097 0.126
C 0.220 2.686 4.192
C 1.914 2.002 -0.214
C 1.412 2.810 3.606
C 1.299 -3.622 -3.195
C 0.296 -0.550 -4.387
C -0.474 1.066 2.520
C 4.356 2.357 0.313
C 1.291 2.343 1.119
C -4.099 -0.509 -3.848
C 2.927 -1.164 1.718
C 0.226 3.304 0.769
C -1.672 3.538 -0.628
C -4.805 -1.681 -3.861
C 3.435 1.800 2.649
C -0.747 1.756 3.626
H -3.032 1.811 -3.503
H -4.655 -0.440 2.423
H -0.436 2.807 6.230
H 2.931 -1.680 -4.241
H 6.645 -2.002 -0.025
H -0.684 -0.601 -3.905
H 0.173 -1.972 2.748
H 4.784 -2.068 2.255
H 1.430 0.711 -3.076
H -1.335 -3.103 -2.660
H -2.766 2.866 2.364
H 2.623 -0.990 2.746
H -2.010 3.478 -2.763
H 5.892 -3.074 -1.205
H -1.212 -2.981 -0.904
H -0.797 -4.496 -1.717
H 1.264 -3.361 -1.080
H 2.352 -3.387 -3.340
H 3.799 -2.155 -1.884
H -5.483 -1.910 -4.672
H 0.438 4.374 0.683
H 2.121 3.515 4.028
H 0.273 0.280 -5.096
H -3.173 -0.702 3.916
H -5.230 -3.483 -2.760
H -0.330 -2.476 1.135
H -3.660 -2.979 -0.924
H 6.035 -3.572 0.485
H -1.473 -0.928 4.349
H 5.444 2.348 2.062
H 3.686 2.369 3.544
H -4.227 0.209 -4.651
H -2.536 -2.326 4.179
H -1.712 1.674 4.111
H -5.401 0.488 1.126
H -3.826 1.843 3.353
H -1.070 4.081 5.195
H -0.357 3.083 -2.248
H 0.615 4.141 5.736
H 0.746 -3.339 -4.089
H -0.893 -3.370 2.558
H -4.323 -0.845 0.730
H -1.446 4.608 -0.639
H 1.220 -4.707 -3.095
H 0.439 -1.464 -4.960
H -4.477 2.705 1.962
H 5.270 2.605 -0.216
H -2.719 3.399 -0.350
H -3.278 1.368 0.390
H 3.609 -0.358 -3.275
H -2.711 -1.951 1.731
H 2.931 -0.040 -4.870
H 3.417 1.874 -1.582
H 3.623 0.764 2.940
*
```

Properties
HOMO energy (alpha / beta): -9.470 / -9.410 eV
lowest unoccupied orbital energy (alpha / beta): -2.93 / -3.01 eV
expectation value of S²: 0.76
energy: -2708.3283 a.u.